(1)
Here is 2 unconnected molecules or ions with the total composition CH3NO4 at a distorted geometry from the OMol25 dataset. Energies are from wB97M-V/def2-TZVPD.

```
9
Properties=species:S:1:pos:R:3:forces:R:3:lowdin_charge:R:1
O 1.039 1.197 -0.228 0.305 0.259 -0.275 0.107
O -2.852 0.420 0.087 -0.722 0.397 0.101 0.032
O 1.115 -0.937 0.585 0.334 0.891 -0.413 0.042
O -1.371 -0.946 -0.429 2.787 -1.009 1.100 -0.022
N -1.779 0.042 0.373 -0.239 0.526 0.058 -0.176
C 1.626 0.038 0.055 -3.547 -0.622 0.736 -0.310
H 2.566 0.012 -0.356 2.684 0.147 -0.610 0.121
H -0.417 -1.124 0.025 -2.038 0.096 -1.214 0.098
H 0.073 1.299 -0.112 0.435 -0.684 0.517 0.109
```
Positions in Å, forces in eV/Å.

## Properties
Charge: 0
LUMO in eV: 0.470
2S+1: 1
SMILES: O=CO.O=NO
Frontier orbital gap in eV: 10.788


(2)
Here is a single C3H5NO2 molecule from the OMol25 dataset. Energies are from wB97M-V/def2-TZVPD.

```
11
Properties=species:S:1:pos:R:3:forces:R:3:lowdin_charge:R:1
O 0.241 1.767 0.330 -0.250 -0.596 0.092 0.150
O -1.092 -0.016 -0.123 -0.028 0.085 -0.002 0.009
N 0.244 -0.216 -1.979 -0.425 -0.047 0.130 0.133
C -0.896 -0.253 -1.444 0.223 -0.056 -0.268 -0.287
C 0.403 -0.200 1.728 0.079 0.057 0.037 0.019
C -0.093 0.655 0.600 0.314 0.337 0.060 -0.496
H -0.426 -0.518 2.370 0.106 0.047 -0.194 0.093
H 1.140 0.349 2.315 -0.120 -0.059 -0.106 0.090
H -1.845 -0.519 -1.919 0.157 0.066 0.089 0.134
H 0.862 -1.096 1.294 -0.095 0.116 0.097 0.097
H 0.172 -0.460 -2.964 0.038 0.050 0.064 0.056
```
Positions in Å, forces in eV/Å.

## Properties
Charge: 0
LUMO in eV: 0.887
2S+1: 1
SMILES: [H]/N=C/OC(C)=O
Frontier orbital gap in eV: 11.426